Density functional theory data (the ωB97M-V functional and the def2-TZVPD basis) for a molecular structure, C36H40MgN7O3S4SbSi in a non-equilibrium geometry.

XYZ file:
```
93
Properties=species:S:1:pos:R:3:forces:R:3
Mg -0.2831 2.8455 0.6925 -0.29 0.36 -1.00
S -4.3304 4.8061 -0.2164 -3.19 0.30 2.92
Sb -2.1056 6.3233 -0.3931 -1.05 0.03 -0.48
S -0.3893 5.2050 0.9347 1.02 -0.68 0.61
S -3.1390 4.2764 -1.6847 2.54 -0.96 -1.64
S -1.4273 7.1107 -2.4096 0.92 0.96 -0.86
N 3.0441 4.1102 1.9010 1.66 0.67 0.82
C 2.0947 3.4883 2.5845 -3.24 -2.35 -2.14
N 2.0067 3.6672 3.9037 1.29 0.75 1.58
O 1.2457 2.7062 1.9852 2.44 1.51 1.84
H 3.7558 4.6872 2.3504 -0.73 -0.30 -0.20
H 3.0296 4.1379 0.9106 -0.44 -0.17 -0.74
H 2.6984 4.2167 4.4300 -0.72 -0.40 -0.74
H 1.2189 3.3497 4.4328 -0.26 -0.26 -0.38
C 1.6328 -1.5985 -1.8359 0.37 1.40 -0.29
C 1.5428 -0.1665 -1.2607 -0.48 -0.87 0.24
C 2.8050 0.6038 -1.4806 0.23 1.53 -0.28
O 1.4599 -0.3031 0.2208 -0.31 -0.09 -0.61
H 2.6224 -1.9208 -1.5242 0.04 -0.69 -0.26
H 1.5244 -1.5801 -2.9393 0.21 -0.01 0.59
H 0.8673 -2.2139 -1.3976 -0.34 -0.39 0.16
H 3.6434 -0.0190 -1.2626 0.78 -0.64 0.34
H 2.8635 1.5007 -0.8215 -0.29 -0.63 -0.47
H 2.9549 0.9453 -2.5086 -0.41 -0.03 -0.01
N -3.3285 0.1407 2.0586 -0.21 0.34 -0.02
C -2.1905 0.5524 1.4087 -0.27 0.31 0.25
N -1.8869 1.8006 1.6518 -0.95 -0.03 0.88
C -2.9128 2.2946 2.5345 0.14 -1.62 -0.02
C -3.0466 3.4871 3.2424 0.24 0.68 -1.04
C -4.1566 3.6299 4.0441 0.60 0.39 0.40
C -5.0411 2.6080 4.2913 -0.43 -0.62 -0.43
C -4.9317 1.3859 3.6407 -0.09 -0.28 0.26
C -3.8413 1.2283 2.7755 0.90 0.82 -0.24
H -3.8443 -0.7081 1.8914 0.28 0.06 -0.09
H -1.5763 -0.1127 0.7921 -0.42 0.31 0.20
H -2.3921 4.3499 3.0798 -0.01 -0.49 -0.18
H -4.3280 4.5684 4.5386 0.08 0.31 0.09
H -5.8481 2.8035 4.9813 -0.23 -0.19 -0.01
H -5.6864 0.6252 3.8734 0.52 0.03 -0.36
C -4.7313 -4.5209 -1.6242 -0.43 0.38 -0.15
C -4.0620 -3.7290 -2.6959 0.13 0.75 -0.22
C -3.0121 -4.2994 -3.4033 -0.70 0.02 0.25
C -2.3837 -3.5924 -4.3991 0.38 0.47 -0.44
C -2.7668 -2.2723 -4.6605 -0.58 -0.36 0.23
N -2.0170 -1.5348 -5.5938 0.48 0.88 -0.59
C -1.2897 -0.3681 -5.2394 1.14 0.84 1.19
O -1.0481 0.5318 -6.0494 -0.69 -1.71 0.49
N -0.7781 -0.3931 -3.9145 -1.45 -1.37 -1.89
C -0.0113 0.6013 -3.2851 0.77 0.97 1.06
C 0.3731 1.7154 -3.9618 0.12 -0.77 -1.24
C 0.8258 2.8683 -3.2969 0.58 0.46 0.61
C 0.5649 2.9344 -1.9455 1.00 -0.62 -0.45
N 0.2029 1.8761 -1.1908 -0.77 1.03 1.34
C 0.2276 0.5492 -1.7306 0.07 0.31 -1.04
C -3.8666 -1.6828 -3.9886 0.97 0.13 -0.22
C -4.4703 -2.4028 -2.9808 -0.70 -0.81 1.02
H -5.6205 -5.0128 -2.0023 -0.20 -0.25 -0.17
H -5.0798 -3.8650 -0.8383 0.05 0.08 0.42
H -4.0643 -5.2690 -1.2385 0.24 -0.35 0.36
H -2.7007 -5.3025 -3.1565 0.07 -0.19 -0.02
H -1.5722 -4.0650 -4.9680 -0.25 0.50 0.25
H -2.3297 -1.5378 -6.5594 0.11 0.26 0.36
H -1.0683 -1.1943 -3.3624 0.21 0.32 -0.16
H 0.2515 1.6963 -5.0683 0.15 0.28 1.23
H 1.3262 3.6749 -3.8251 -0.54 0.05 0.10
H 0.7380 3.8684 -1.4054 -0.36 0.00 -0.13
H -0.5518 -0.0876 -1.2790 -0.25 0.06 0.06
H -4.1321 -0.6399 -4.2280 0.13 -0.62 0.23
H -5.2732 -1.9922 -2.3166 0.73 -0.13 -0.94
C 2.9740 -5.6456 0.7701 -0.37 0.81 -0.10
C 1.6524 -5.3216 1.0259 -0.65 0.31 0.61
C 1.2845 -3.9915 1.3421 0.07 -0.03 -0.42
C 2.2501 -2.9832 1.2617 0.25 0.38 0.01
C 3.6009 -3.3178 0.9618 -0.65 1.39 0.76
C 3.9232 -4.6113 0.7517 -0.27 -1.62 -0.19
Si 1.8932 -1.1449 1.5289 -0.58 -0.09 -0.20
C 3.4837 -0.5661 2.3686 -0.14 0.26 0.66
C 3.4769 -0.5923 3.7803 -0.62 -0.19 0.55
C 4.4943 -0.0257 4.5374 0.21 0.00 -0.95
C 5.6056 0.5239 3.8959 -0.70 -0.85 -0.82
C 5.6812 0.4790 2.5076 -0.20 0.12 -0.69
C 4.6260 -0.0527 1.7373 -0.06 0.60 1.22
H 3.2676 -6.6640 0.5666 0.03 -0.09 0.00
H 0.8694 -6.0831 1.0540 0.33 0.06 -0.05
H 0.2255 -3.7371 1.6182 1.15 -0.31 -0.37
H 4.4206 -2.5555 1.0162 -1.04 -0.70 -0.25
H 4.9293 -4.8715 0.5787 1.16 -0.29 -0.24
H 0.6691 -1.0447 2.4288 0.75 -0.04 -0.08
H 2.6388 -1.0507 4.3776 0.66 0.57 -1.00
H 4.3906 0.0071 5.5987 0.12 -0.06 0.61
H 6.4420 0.8812 4.4321 0.62 0.59 0.68
H 6.5360 0.9407 1.9827 -0.43 -0.40 0.37
H 4.6611 0.0411 0.6694 0.02 -0.06 -0.37
```
Forces are in eV/Å.

Summary:
HOMO energy, eV: 1.3
Total charge: -2
Multiplicity: 1
ΔE to the lowest compared entry with this formula, charge and spin, eV: 1.646
F_max, eV/Å: 4.54